59
Properties=species:S:1:pos:R:3:forces:R:3:lowdin_charge:R:1 method="wB97M-V/def2-TZVPD" smiles="CCOC(=O)[C@H](c1cccc(Cl)c1)[C@@H]1C(=[N+]([O-])[O-])c2ccc([N+](=O)[O-])cc2N1S(=O)(=O)c1ccc(C)cc1" charge=-1 homo_lumo_gap_ev=6.216
C -5.3165 0.7235 2.5780 -0.12 -0.30 0.41 -0.07
C -3.9299 1.1174 2.1552 0.58 -0.40 -0.28 -0.19
O -3.1544 -0.1014 1.7952 -0.63 -0.19 -0.18 -0.03
C -1.9417 0.1571 1.2481 0.14 2.00 -0.32 -0.38
O -1.6112 1.3348 1.2247 0.30 -1.33 -0.76 0.07
C -1.0302 -1.0588 0.8369 -2.30 1.04 2.22 -0.08
C 0.2205 -0.8728 1.7479 1.62 0.00 -0.38 -0.15
C 0.8689 -2.0399 2.1791 0.05 -0.36 -1.00 -0.05
C 2.1602 -2.0418 2.7114 0.02 0.32 0.18 -0.07
C 2.8232 -0.8357 2.9756 -0.68 0.53 -0.29 -0.11
C 2.1713 0.3628 2.6176 -1.23 -1.52 0.40 -0.64
Cl 2.9239 1.8808 2.9975 -0.03 0.02 -0.09 0.64
C 0.8651 0.3421 2.0673 0.83 0.07 -0.31 -0.04
C -0.8105 -1.6348 -0.5908 3.23 -2.40 -2.61 -0.08
C -0.0733 -0.9193 -1.7339 0.43 1.00 0.19 -0.09
N 1.2229 -0.4400 -1.6081 0.80 0.88 0.13 -0.35
O 1.5976 0.4716 -2.4033 -0.28 -1.18 0.54 -0.03
O 2.0185 -0.8959 -0.7366 -1.30 0.34 -0.62 -0.01
C -0.6916 -0.9928 -3.0209 -0.43 0.01 0.65 -0.08
C -0.4930 -0.3496 -4.2694 0.10 -0.22 0.01 -0.01
C -1.3251 -0.6359 -5.3398 -0.95 -0.99 0.43 0.00
C -2.3949 -1.5638 -5.1516 0.98 0.75 -0.31 -0.17
N -3.3538 -1.7285 -6.2020 -0.93 -0.41 -1.18 -0.35
O -3.2109 -1.0901 -7.2731 -0.19 -0.90 1.59 0.00
O -4.3214 -2.5076 -6.0180 1.35 1.10 -0.24 0.00
C -2.5670 -2.2774 -3.9515 -0.11 0.06 0.59 0.05
C -1.7278 -1.9697 -2.8950 0.02 1.22 -1.10 -0.20
N -1.7458 -2.4083 -1.5750 -1.32 -1.05 1.90 -0.10
S -2.5954 -3.8069 -1.1562 1.02 2.91 2.35 0.71
O -2.1528 -3.9775 0.2224 -0.76 -0.51 -1.00 -0.30
O -2.4747 -4.8354 -2.1239 -0.02 -0.45 -0.50 -0.25
C -4.2492 -3.1326 -1.1884 -0.31 -0.91 0.12 -0.26
C -5.2059 -3.6866 -2.0432 0.16 0.26 0.06 -0.05
C -6.4432 -3.0709 -2.1392 -0.07 0.24 0.27 -0.03
C -6.7113 -1.9273 -1.3862 -0.37 0.03 -0.30 -0.27
C -8.0526 -1.2548 -1.5194 -0.30 0.20 -0.01 -0.06
C -5.7656 -1.4218 -0.4980 -0.34 -0.25 -0.30 -0.03
C -4.5499 -2.0591 -0.3535 0.22 -0.05 -0.27 -0.03
H -5.9707 1.6036 2.6294 0.28 -0.09 0.00 0.08
H -5.7856 0.0078 1.9014 0.14 0.02 0.17 0.05
H -5.2386 0.2998 3.5802 -0.39 -0.21 -0.07 0.08
H -3.9716 1.8123 1.3104 0.40 -0.27 0.09 0.13
H -3.4099 1.5771 2.9997 0.04 0.16 -0.34 0.12
H -1.4914 -1.9086 1.3387 -0.47 -0.09 -0.08 0.12
H 0.3947 -2.9884 1.8988 0.26 0.20 0.29 0.12
H 2.6806 -2.9928 2.8798 -0.36 0.42 0.13 0.11
H 3.7844 -0.7868 3.4917 -0.21 -0.14 -0.41 0.10
H 0.4089 1.2935 1.8273 0.08 -0.16 -0.12 0.10
H -0.1432 -2.4711 -0.2469 -0.27 0.60 -0.37 0.14
H 0.3091 0.3656 -4.3805 -0.02 -0.06 0.12 0.09
H -1.2011 -0.1978 -6.3303 -0.04 0.04 0.45 0.11
H -3.3671 -3.0141 -3.8838 0.29 0.31 -0.04 0.10
H -4.9899 -4.5686 -2.6359 0.18 0.13 0.04 0.12
H -7.2224 -3.4466 -2.8020 0.28 -0.04 0.09 0.12
H -8.0704 -0.3436 -0.8984 -0.17 -0.35 -0.26 0.07
H -8.2721 -0.9645 -2.5670 0.13 -0.20 0.55 0.09
H -8.8508 -1.9415 -1.1743 0.29 0.42 -0.19 0.09
H -6.0153 -0.5172 0.0496 0.17 -0.24 0.01 0.09
H -3.8548 -1.7040 0.3912 0.21 0.00 -0.12 0.09

=====

102
Properties=species:S:1:pos:R:3:forces:R:3:lowdin_charge:R:1 method="wB97M-V/def2-TZVPD" charge=-1 homo_lumo_gap_ev=5.331
Ga -0.9641 -0.6259 -0.0841 -0.89 0.53 1.10 0.41
C -3.5211 0.6180 -1.5267 0.06 0.04 -0.10 -0.11
N -3.1376 0.1264 -0.1827 0.26 -0.04 -0.23 -0.24
C -3.0268 1.2736 0.7294 0.08 0.04 0.08 -0.24
C -2.3137 0.9061 2.0257 0.03 -0.09 -0.05 -0.20
N -1.2207 -0.0418 1.8009 0.13 -0.19 -0.31 -0.03
C -0.6149 -0.5665 2.9075 0.13 -0.03 0.23 -0.19
C 0.3816 -1.5503 2.7545 0.02 0.13 -0.12 -0.23
F 0.6652 -1.9418 1.5021 0.36 0.30 0.20 0.01
C 1.0636 -2.1557 3.7819 0.05 0.02 0.02 -0.16
F 1.9847 -3.0825 3.5204 -0.07 -0.02 0.02 0.13
C 0.7870 -1.8091 5.0934 0.00 0.01 -0.02 -0.15
F 1.4262 -2.3954 6.1150 0.00 0.01 0.00 0.11
C -0.1694 -0.8443 5.3097 0.01 0.00 0.03 -0.16
F -0.4597 -0.4739 6.5652 0.02 0.03 -0.01 0.11
C -0.8363 -0.2298 4.2594 0.00 -0.02 -0.07 -0.14
F -1.7044 0.7391 4.6373 -0.02 0.02 -0.06 0.07
C -4.2309 -0.7503 0.3224 -0.07 -0.11 0.09 -0.16
C -4.2684 -2.1813 -0.1839 -0.03 0.01 -0.29 -0.25
N -4.1116 -2.2319 -1.6101 -0.19 0.11 0.00 0.02
C -4.3008 -3.3759 -2.2474 0.08 -0.15 0.03 -0.23
C -4.2573 -3.3743 -3.6762 0.03 0.02 0.04 -0.17
F -4.0705 -2.1895 -4.2995 0.03 -0.03 0.00 0.06
C -4.3966 -4.4934 -4.4588 0.01 0.00 0.01 -0.18
F -4.3385 -4.3890 -5.7995 0.00 0.01 0.02 0.09
C -4.6065 -5.7408 -3.8873 0.01 -0.04 -0.04 -0.18
F -4.7384 -6.8481 -4.6534 -0.01 0.03 0.01 0.07
C -4.6658 -5.8113 -2.5103 0.00 -0.04 -0.01 -0.18
F -4.8596 -7.0081 -1.9250 0.02 0.03 0.01 0.09
C -4.5188 -4.6847 -1.7249 0.03 0.06 -0.02 -0.15
F -4.5419 -4.8823 -0.3763 0.01 -0.04 -0.02 0.04
H -4.4332 1.2218 -1.4464 0.00 0.01 0.02 0.10
H -2.7244 1.2356 -1.9411 -0.05 0.03 0.04 0.03
H -3.7087 -0.2464 -2.1611 -0.03 0.02 0.03 0.06
H -2.4755 2.0517 0.2103 -0.10 0.00 0.00 0.03
H -4.0228 1.6701 0.9635 -0.02 -0.04 -0.01 0.13
H -1.9486 1.8367 2.4746 -0.05 0.01 0.03 0.12
H -3.0369 0.4783 2.7224 -0.01 0.01 0.05 0.11
H -4.1545 -0.7823 1.4110 0.00 0.00 0.00 0.12
H -5.1774 -0.2550 0.0680 0.05 0.10 0.01 0.12
H -3.5079 -2.7376 0.3583 0.19 -0.20 0.16 0.06
H -5.2337 -2.5873 0.1577 0.02 0.02 0.09 0.12
S -0.4036 1.5074 -1.0041 0.20 -0.34 -0.13 0.40
Sb 1.6350 2.2955 -0.2387 -0.36 -0.03 0.14 1.47
C 2.7178 3.0679 -1.8916 -0.03 -0.15 0.22 -0.34
C 4.0572 3.4279 -1.8340 0.02 0.13 -0.02 -0.12
C 4.6292 4.1002 -2.9058 -0.01 -0.01 0.03 -0.07
C 3.8632 4.4181 -4.0175 -0.01 -0.02 -0.02 -0.08
C 2.5237 4.0581 -4.0663 0.00 0.01 -0.03 -0.07
C 1.9460 3.3794 -3.0036 0.07 -0.04 0.03 -0.12
C 0.8805 4.2251 0.3531 0.07 0.03 0.03 -0.33
C -0.4588 4.4508 0.6444 0.05 0.00 -0.01 -0.13
C -0.8758 5.6829 1.1357 0.01 0.01 0.01 -0.08
C 0.0454 6.6993 1.3366 -0.02 0.00 0.01 -0.10
C 1.3855 6.4865 1.0404 0.02 0.00 0.01 -0.09
C 1.7984 5.2546 0.5562 -0.03 -0.04 -0.04 -0.12
C 2.5951 2.0611 1.6307 -0.16 0.01 -0.29 -0.32
C 1.7191 1.8610 2.6888 0.07 0.00 0.07 -0.11
C 2.2220 1.7602 3.9765 -0.01 -0.02 0.00 -0.06
C 3.5880 1.8769 4.1985 0.00 -0.03 0.00 -0.07
C 4.4501 2.1028 3.1363 0.02 0.03 -0.03 -0.07
C 3.9576 2.1938 1.8408 0.02 0.13 0.05 -0.12
H 4.6642 3.1838 -0.9729 -0.02 0.07 -0.09 0.09
H 5.6777 4.3675 -2.8725 -0.01 0.02 0.01 0.10
H 4.3135 4.9426 -4.8505 -0.01 0.00 0.00 0.10
H 1.9247 4.3027 -4.9340 0.01 -0.01 -0.01 0.11
H 0.9047 3.0815 -3.0430 -0.01 0.03 -0.03 0.08
H -1.1794 3.6603 0.4788 0.00 0.02 0.01 0.05
H -1.9214 5.8458 1.3662 0.00 0.00 -0.01 0.10
H -0.2797 7.6561 1.7257 0.01 0.00 -0.01 0.10
H 2.1081 7.2788 1.1928 0.00 0.00 0.00 0.10
H 2.8490 5.0971 0.3309 0.01 0.03 0.02 0.09
H 0.6541 1.7649 2.5102 -0.03 0.00 0.02 0.09
H 1.5458 1.5826 4.8028 0.00 -0.01 0.01 0.11
H 3.9808 1.7819 5.2026 0.00 0.02 0.00 0.10
H 5.5154 2.1915 3.3074 0.00 0.00 0.01 0.11
H 4.6439 2.3418 1.0181 -0.03 -0.02 0.10 0.09
Cl -0.9095 -1.1459 -2.9318 0.06 -0.09 -0.48 0.77
C -0.9692 -2.6313 -2.0621 -0.04 -0.09 0.34 -0.68
C -1.0901 -2.5268 -0.6788 0.39 0.32 -0.42 -0.24
C -1.1988 -3.7064 0.0400 0.04 0.06 -0.03 -0.66
Cl -1.3893 -3.6681 1.7613 -0.45 -0.29 -0.07 0.82
C -1.1712 -4.9474 -0.5987 -0.04 0.00 0.03 -0.70
Cl -1.3609 -6.3976 0.3050 0.02 -0.02 0.02 0.70
C -0.9899 -5.0155 -1.9774 0.00 0.01 0.03 -0.69
Cl -0.8993 -6.5402 -2.7629 -0.04 -0.01 -0.02 0.71
C -0.8856 -3.8443 -2.7230 0.00 0.00 -0.08 -0.70
Cl -0.6288 -3.9007 -4.4208 -0.07 -0.02 -0.02 0.72
F 4.9823 -0.8282 -1.8993 0.01 0.01 0.07 0.17
C 3.9179 -0.1847 -1.4130 -0.02 -0.08 -0.06 -0.53
F 3.2344 0.2955 -2.4548 0.05 -0.13 -0.01 0.16
F 4.3865 0.9003 -0.7383 -0.02 -0.25 -0.01 0.09
C 2.9728 -1.0148 -0.4764 0.06 0.02 0.00 -0.31
O 1.8300 -0.3217 -0.3105 0.32 0.36 -0.09 -0.26
C 3.7391 -1.3088 0.8893 0.09 -0.06 -0.05 -0.51
F 3.6243 -2.5793 1.2931 -0.03 0.07 0.00 0.16
F 3.2646 -0.5431 1.8688 -0.03 -0.24 -0.01 0.16
F 5.0656 -1.0603 0.8002 0.00 -0.05 0.01 0.14
C 2.7483 -2.3995 -1.1686 -0.06 0.01 -0.02 -0.54
F 3.8836 -3.1186 -1.2554 0.03 0.02 -0.01 0.16
F 1.8616 -3.1365 -0.5048 -0.12 0.00 -0.10 0.18
F 2.2940 -2.2350 -2.4161 -0.08 0.04 -0.04 0.16

=====

The following total energy values (in a.u.) correspond, in order, to the records above: -2589.6760 -8731.6067.
The following energy relative to the best compared isomer or geometry (same formula, charge and spin) values (in kJ/mol) correspond, in order, to the records above: 44.9 143.3.
The following F_max values (in Eh/bohr) correspond, in order, to the records above: 0.0933 0.0294.